This record from the OMol25 dataset describes a 2-piece molecular cluster, CH3BrS overall. The level of theory is ωB97M-V/def2-TZVPD.

Last column: Löwdin charge in e.
Cartesian coordinates (Å):
C: -1.08960 -0.67438 -0.21250  -0.578
S: -1.96338 -0.80340 -1.57780  0.585
Br: 2.61232 1.06835 1.25715  0.262
H: -1.46510 0.03090 0.55106  0.003
H: 2.06658 1.53430 -0.01612  -0.254
H: -0.16082 -1.15576 -0.00179  -0.018

Cartesian forces, eV/Å:
C -1.6965 1.1780 -0.6056
S 0.8259 -0.1881 0.8503
Br -0.4100 0.3065 -0.8938
H 0.3688 -0.4945 -0.1797
H 0.3873 -0.3135 0.8766
H 0.5245 -0.4884 -0.0478

ΔE to the lowest compared entry with this formula, charge and spin, kJ/mol: 80.43
Lowest unoccupied orbital energy, eV: -0.5389
Gap between HOMO and LUMO, eV: 8.4550


This record from the OMol25 dataset describes one molecule with the formula C10H12O2. The level of theory is ωB97M-V/def2-TZVPD.

Last column: Löwdin charge in e.
Cartesian coordinates (Å):
C: -3.23675 -1.14326 0.95309  -0.082
C: -1.34024 -0.46041 -0.16801  -0.224
C: -0.09777 -1.04488 -0.35096  0.042
C: 1.08861 -0.31768 -0.31763  -0.207
C: 2.37846 -0.97271 -0.62238  -0.096
C: 3.60020 -0.66207 -0.12253  -0.121
C: 3.84976 0.37672 1.01990  -0.104
C: 1.02713 1.12388 -0.23285  -0.025
C: -0.22065 1.68847 -0.19278  -0.019
C: -1.39442 0.93572 -0.16330  -0.272
H: -2.66470 -1.69073 1.75757  0.104
H: -3.44778 -0.05920 1.26128  0.101
H: -4.22653 -1.60330 0.73053  0.095
H: -0.08210 -2.09707 -0.51962  0.122
H: 2.34177 -1.82983 -1.25414  0.090
H: 4.50470 -1.25304 -0.45766  0.107
H: 4.28625 1.31067 0.61519  0.074
H: 4.49801 -0.05850 1.75187  0.051
H: 2.94634 0.71219 1.51874  0.054
H: 1.95944 1.66082 -0.34378  0.109
H: -0.29828 2.76716 -0.15970  0.114
H: -2.51195 2.41132 -0.15261  0.096
O: -2.54325 -1.15681 -0.30396  -0.097
O: -2.61066 1.48016 -0.14141  0.088

Cartesian forces, eV/Å:
C -0.9220 0.7589 0.2847
C -0.2259 0.6005 -1.2643
C -0.1159 0.1434 0.5046
C 0.3786 1.6172 -0.5080
C 1.3062 0.4290 1.1664
C -0.2938 0.1758 0.6852
C -0.3208 -0.0316 -1.8679
C -0.0849 -2.7889 -0.3905
C -0.2124 0.6940 0.3789
C 1.0833 -0.9682 0.3324
H -0.6428 0.4889 -0.8558
H 0.4065 -1.5970 -0.1997
H 0.7894 0.0875 0.4421
H 0.1348 -0.7023 -0.0432
H -0.1579 -0.4727 -0.6278
H -1.2181 0.7505 0.3955
H 0.1847 -0.5146 0.1953
H 0.5621 -0.1238 0.3817
H -0.2902 -0.3445 -0.0150
H -0.2765 0.2876 0.1415
H -0.1373 0.1886 -0.0875
H -0.0699 1.5461 -0.0242
O 1.1639 0.1603 1.0186
O -1.0409 -0.3848 -0.0432

ΔE to the lowest compared entry with this formula, charge and spin, kJ/mol: 125.07
Lowest unoccupied orbital energy, eV: 0.7375
Gap between HOMO and LUMO, eV: 8.6810


This record from the OMol25 dataset describes one molecule with the formula C4H6O2. The level of theory is ωB97M-V/def2-TZVPD.

Last column: Löwdin charge in e.
Cartesian coordinates (Å):
C: 1.42162 0.23409 -0.75688  -0.007
C: 0.40009 0.69548 0.24864  -0.461
O: 0.17996 1.85515 0.51224  0.090
C: -0.47109 -0.41380 0.83773  -0.084
C: -1.62257 -0.46472 -0.14658  -0.256
O: -1.66450 -1.23974 -1.07020  0.061
H: 0.97088 -0.51255 -1.42116  0.087
H: 2.25291 -0.25368 -0.23498  0.095
H: 1.79428 1.08352 -1.33068  0.089
H: 0.03889 -1.38089 0.84549  0.125
H: -0.80005 -0.12236 1.83856  0.125
H: -2.37824 0.33668 -0.02504  0.135

Cartesian forces, eV/Å:
C 0.0687 0.1019 -0.0506
C -0.0069 0.1996 -0.0196
O 0.1672 -0.3722 -0.0428
C 0.0094 -0.0693 0.0682
C -0.0390 -0.1940 -0.2756
O -0.0688 0.2598 0.4078
H 0.0725 0.1119 0.0964
H -0.1061 0.0565 -0.0467
H -0.0105 -0.1094 0.0832
H -0.0566 0.1670 -0.0229
H -0.0309 0.0020 -0.1931
H 0.0010 -0.1536 -0.0043

ΔE to the lowest compared entry with this formula, charge and spin, kJ/mol: 74.79
Lowest unoccupied orbital energy, eV: 0.4854
Gap between HOMO and LUMO, eV: 10.4520


This record from the OMol25 dataset describes a 2-piece molecular cluster, C5H14N3 overall. The level of theory is ωB97M-V/def2-TZVPD.

Last column: Löwdin charge in e.
Cartesian coordinates (Å):
C: -2.23029 0.70931 -0.44961  -0.059
C: -1.75813 0.47694 0.95926  -0.101
C: -0.50923 0.32462 1.38181  -0.090
N: -0.30920 -0.17881 2.77422  0.197
H: -1.52329 1.36815 -0.95737  0.089
H: -2.19707 -0.21545 -1.02558  0.087
H: -3.22121 1.14535 -0.42285  0.086
H: -2.53555 0.37562 1.71956  0.121
H: 0.45179 0.33419 0.88303  0.107
H: -1.19140 -0.14719 3.28509  0.164
H: -0.01434 -1.16156 2.73591  0.177
H: 0.44337 0.28929 3.28645  0.176
C: 2.10241 -0.06050 -1.37804  -0.200
C: 0.87923 -0.57878 -1.31937  -0.246
N: 0.54345 -1.85489 -0.76603  0.012
N: 2.30411 1.24584 -1.92821  0.008
H: 2.99364 -0.64666 -1.14372  0.115
H: 0.02935 -0.02772 -1.70321  0.087
H: 0.36154 -2.50425 -1.52463  0.084
H: -0.31871 -1.80852 -0.23415  0.040
H: 2.76258 1.14631 -2.82978  0.081
H: 2.93694 1.76872 -1.34278  0.066

Cartesian forces, eV/Å:
C 0.8955 0.4622 0.3678
C 0.2179 -0.2750 0.0859
C -0.0290 -0.3527 0.2698
N 0.1352 -0.3316 -0.1132
H -0.2508 0.1876 -0.0074
H -0.3718 -0.1452 0.1557
H -0.0852 -0.0498 -0.2825
H 0.0049 -0.0909 -0.1352
H -0.3081 0.2501 -0.4723
H 0.1021 0.1291 0.2901
H -0.1206 0.0139 -0.0538
H -0.2850 0.3282 0.0285
C -0.0521 -0.2322 -0.3280
C -0.2341 0.0759 0.2339
N 0.4264 -0.3276 -0.1496
N -0.2121 -0.3199 -0.2459
H -0.2945 -0.0777 0.4287
H 0.2371 0.5147 -0.0938
H 0.1229 -0.2138 0.1328
H -0.0383 0.1012 -0.1692
H -0.0601 0.2190 -0.0008
H 0.1997 0.1343 0.0586

ΔE to the lowest compared entry with this formula, charge and spin, kJ/mol: 304.41
Lowest unoccupied orbital energy, eV: -3.6222
Charge: +1
Gap between HOMO and LUMO, eV: 8.7133